# C6H10

The molecule C6H10 (ωB97M-V/def2-TZVPD, the OMol25 dataset).

- ΔE to the lowest compared entry with this formula, charge and spin: 195.3 kJ/mol
- Structure (SMILES): C#CC(C)(C)C
- Maximum force: 0.6 eV Å⁻¹
- Kohn-Sham gap: 10.759 eV

The geometry in XYZ format:
```
16
Properties=species:S:1:pos:R:3:forces:R:3
C 0.038 -1.333 -0.745 -0.2 -0.1 0.1
C -0.111 0.031 0.026 0.1 0.1 -0.1
C -1.085 0.861 -0.825 0.0 0.1 -0.1
C 1.312 0.418 0.044 0.6 0.1 0.0
C 2.506 0.323 0.183 -0.4 0.1 -0.2
C -0.553 0.247 1.512 0.0 -0.2 0.0
H -2.089 0.431 -0.698 0.2 0.1 0.0
H 3.551 0.131 0.230 0.0 0.3 0.1
H 0.462 -1.043 -1.719 -0.2 -0.1 0.3
H -0.834 0.803 -1.887 0.0 0.1 0.1
H -1.621 0.097 1.714 0.2 -0.2 -0.3
H 0.039 -0.305 2.247 -0.1 -0.1 -0.3
H -1.133 1.910 -0.521 0.1 -0.1 0.0
H 0.772 -2.025 -0.319 -0.3 0.2 0.3
H -0.897 -1.859 -0.954 -0.1 0.1 0.3
H -0.357 1.313 1.711 -0.1 -0.3 0.0
```
Forces are in eV/Å.